Record 1
Below is a structure of composition C53H53BrCoGe3N5Se, with properties calculated with ωB97M-V/def2-TZVPD.

Results
E_LUMO (alpha / beta) = -2.9 / -2.0 eV
Frontier orbital gap (alpha / beta) = 7.1 / 7.9 eV
Total energy = -405832.348 eV
Relative energy (zero: lowest compared OMol25 entry of this formula, charge and spin) = 114.8 kJ/mol

Geometry as ORCA input:
```
! RIJCOSX wB97M-V def2-TZVPD def2/J DEFGRID3
* xyz 1 2
Co -0.82736 -0.02234 -0.47343
C -6.13587 -1.49421 -0.35082
C -5.12824 -0.63333 0.37424
C -5.44673 0.18736 1.44040
C -4.44952 0.92192 2.06489
C -3.15708 0.80465 1.59737
Br -1.81091 1.78926 2.49612
N -2.80428 0.05005 0.56105
C -3.80023 -0.64884 -0.02278
H -7.15031 -1.30403 0.00208
H -5.91233 -2.55486 -0.19914
H -6.10356 -1.31045 -1.42786
H -6.47022 0.25321 1.79808
H -4.66280 1.57685 2.89833
H -3.52304 -1.28174 -0.84688
N 0.26917 1.30072 -3.25894
C 1.21962 0.46464 -2.69429
C 2.37321 0.24176 -3.45878
C 3.35291 -0.59336 -2.98636
C 3.16980 -1.20762 -1.75291
C 2.01049 -0.94389 -1.07163
N 1.03225 -0.10727 -1.50114
C -0.74840 2.07014 -2.72278
C -1.32946 3.00722 -3.58537
C -2.28698 3.85635 -3.10487
C -2.64867 3.76606 -1.75938
C -2.05082 2.79493 -1.00034
N -1.12345 1.92230 -1.45783
H 0.45825 1.51732 -4.21706
H 2.48238 0.74484 -4.41444
H 4.25359 -0.76214 -3.56773
H 3.89929 -1.88621 -1.32472
H 1.83550 -1.44311 -0.13528
H -1.01559 3.04610 -4.62402
H -2.74957 4.58477 -3.76037
H -3.37970 4.43053 -1.31375
H -2.31321 2.70092 0.04218
C 1.64218 3.19756 1.74216
Ge 3.04909 1.85701 1.83027
C 3.79658 1.68604 0.03737
C 4.40884 2.36738 3.12320
Ge 2.23988 -0.35127 2.56180
C 1.71599 -0.41092 4.42584
C 1.24818 0.75379 5.04248
C 0.74493 0.71162 6.34251
C 0.70635 -0.49655 7.03054
C 1.18241 -1.65722 6.42988
C 1.68512 -1.61506 5.13505
C 3.54046 -1.70652 2.05587
C 4.85750 -1.30459 1.80933
C 5.80795 -2.21612 1.35990
C 5.44901 -3.54120 1.14666
C 4.14410 -3.95681 1.39599
C 3.19494 -3.04425 1.84612
H 2.08420 4.15592 1.44930
H 1.13415 3.33150 2.70002
H 0.90923 2.90423 0.98733
H 4.52308 2.48648 -0.13874
H 2.99005 1.77662 -0.69780
H 4.29243 0.72311 -0.10184
H 4.62158 3.43372 3.00408
H 5.33184 1.80593 2.95748
H 4.06784 2.18746 4.14520
H 1.27488 1.70314 4.51177
H 0.38530 1.62095 6.81600
H 0.30635 -0.53397 8.03927
H 1.15583 -2.59801 6.96946
H 2.05876 -2.52508 4.67578
H 5.15434 -0.27276 1.97592
H 6.82536 -1.89131 1.17448
H 6.18738 -4.25290 0.79362
H 3.86476 -4.99246 1.23753
H 2.17802 -3.37623 2.02701
C 0.18536 -2.82850 -2.74614
Ge -1.34231 -1.83651 -2.03667
C -2.14740 -0.93339 -3.59630
C -3.16450 0.02053 -3.45899
C -3.69543 0.67417 -4.56923
C -3.19538 0.40841 -5.83831
C -2.17105 -0.51998 -5.99310
C -1.65639 -1.18362 -4.88321
C -2.49600 -3.26892 -1.32036
C -2.58758 -3.38127 0.04618
C -3.26771 -4.45874 0.67008
C -3.84754 -5.42589 -0.09493
C -3.79193 -5.35659 -1.51032
C -4.41198 -6.35272 -2.31078
C -4.36811 -6.28637 -3.67129
C -3.69828 -5.21132 -4.30378
C -3.09588 -4.23708 -3.56005
C -3.11716 -4.27371 -2.13631
H -0.19226 -3.66971 -3.33576
H 0.77647 -3.23085 -1.91848
H 0.83526 -2.20796 -3.37263
H -3.55757 0.26554 -2.47782
H -4.49292 1.39921 -4.43903
H -3.60611 0.91573 -6.70430
H -1.78095 -0.73761 -6.98142
H -0.86584 -1.91763 -5.02784
H -2.13579 -2.62715 0.67621
H -3.31705 -4.50658 1.75095
H -4.36071 -6.26416 0.36743
H -4.92726 -7.17159 -1.81587
H -4.85100 -7.05021 -4.27139
H -3.66380 -5.16338 -5.38648
H -2.60484 -3.40965 -4.05657
Se 0.19776 -1.21287 1.52949
C -0.69896 -2.06751 2.99062
C -1.42358 -1.37865 3.94548
C -2.06205 -2.11276 4.93931
N -2.01016 -3.44589 5.03008
C -1.29499 -4.09106 4.10223
C -0.62896 -3.45052 3.06397
H -1.47331 -0.29732 3.95431
H -2.63940 -1.59831 5.70382
H -1.25232 -5.17457 4.18901
H -0.08074 -4.02457 2.32531
*
```

***

Record 2
Below is a structure of composition C53H54AsN7RhSSe, with properties calculated with ωB97M-V/def2-TZVPD.

Results
E_LUMO = -2.9 eV
Frontier orbital gap = 5.7 eV
Total energy = -206295.077 eV
Relative energy (zero: lowest compared OMol25 entry of this formula, charge and spin) = 33.3 kJ/mol

Geometry as ORCA input:
```
! RIJCOSX wB97M-V def2-TZVPD def2/J DEFGRID3
* xyz 1 1
Rh -0.41000 -0.52404 -0.21665
C 1.32707 1.86230 3.00292
C 0.43762 1.18082 2.01707
N 0.87222 0.53110 0.99446
N 2.22538 0.47990 0.79060
C 2.56517 -0.19898 -0.27619
N 3.87546 -0.20555 -0.61019
S 1.48984 -1.08240 -1.31425
C -1.02748 1.25272 2.14628
C -1.62985 1.85478 3.24000
C -3.00968 1.98211 3.27075
C -3.73948 1.54526 2.18168
C -3.06791 0.93182 1.13676
N -1.75228 0.74622 1.12930
H 2.31892 1.99021 2.58220
H 1.41697 1.24884 3.90374
H 0.91935 2.83153 3.28894
H 4.53335 0.19637 0.03553
H 4.21006 -0.86874 -1.28659
H -1.02399 2.20826 4.06108
H -3.49966 2.43078 4.12455
H -4.81332 1.65568 2.13499
H -3.60484 0.57547 0.27086
C -0.79024 -6.90904 1.39851
C 0.26010 -6.27800 2.04655
C 0.30211 -4.89026 2.12102
C -0.71370 -4.14573 1.54030
C -1.76710 -4.77608 0.88513
C -1.80613 -6.15727 0.81995
As -0.70932 -2.21388 1.62252
C -2.31280 -1.93490 2.67155
C -3.62914 -2.12399 2.28527
C -4.64626 -1.93432 3.21164
C -4.33892 -1.55970 4.51403
C -3.01912 -1.38954 4.90511
C -1.99302 -1.58354 3.98638
C -0.54430 -1.49599 4.28220
C 0.01747 -1.14648 5.50559
C 1.39805 -1.12505 5.65088
C 2.22955 -1.43525 4.58024
C 1.67880 -1.76805 3.34928
C 0.30005 -1.81150 3.21376
H -0.81844 -7.98911 1.34072
H 1.04894 -6.86286 2.50119
H 1.11980 -4.40487 2.63853
H -2.54308 -4.19681 0.40022
H -2.61938 -6.64595 0.30032
H -3.87032 -2.43903 1.27906
H -5.67689 -2.08901 2.92049
H -5.13350 -1.41934 5.23516
H -2.79434 -1.12682 5.93130
H -0.61348 -0.90312 6.35108
H 1.83064 -0.86513 6.60818
H 3.30410 -1.41301 4.70456
H 2.32414 -1.98743 2.50635
C -4.67765 0.16601 -3.57562
C -3.52837 -0.27106 -4.22858
C -2.52571 -0.91930 -3.53220
C -2.63949 -1.15429 -2.15882
C -3.81689 -0.76225 -1.53213
C -4.82341 -0.09307 -2.22389
N -1.59246 -1.77199 -1.43168
C -1.30665 -3.08061 -1.81694
C -2.24370 -3.81976 -2.57025
C -2.00883 -5.13420 -2.93774
C -0.83806 -5.78616 -2.57295
C 0.08330 -5.08323 -1.81449
C -0.14375 -3.76713 -1.43919
H -5.45542 0.68110 -4.12316
H -3.41373 -0.09637 -5.29144
H -1.63772 -1.26367 -4.04914
H -3.94541 -1.03337 -0.49207
H -5.72962 0.20260 -1.70873
H -3.17908 -3.36255 -2.86428
H -2.76240 -5.65365 -3.51754
H -0.65555 -6.81118 -2.86538
H 0.99784 -5.56408 -1.48743
H 0.59598 -3.28576 -0.81832
C 0.49172 3.42141 -5.74961
C 0.27404 2.03483 -6.35488
C -0.22522 0.97504 -5.37106
C 0.82783 0.35401 -4.46334
N 1.47577 1.31283 -3.56388
C 0.92455 1.82951 -2.45698
Se -0.78526 1.37058 -1.81226
N 1.79965 2.68631 -1.89886
C 1.51079 3.58920 -0.78121
C 0.57568 4.72562 -1.18382
C 1.08059 5.61340 -2.31793
C 2.29848 6.45456 -1.95034
C 2.98439 2.65397 -2.62382
C 4.20606 3.29244 -2.44014
C 5.19652 3.02576 -3.36414
C 4.97897 2.15700 -4.44417
C 3.76709 1.52189 -4.62538
C 2.77542 1.77993 -3.68494
H 0.68921 4.15528 -6.53123
H 1.33609 3.45439 -5.06056
H -0.39932 3.74734 -5.20730
H 1.19013 1.68712 -6.84414
H -0.46962 2.12522 -7.14905
H -0.66520 0.14154 -5.92592
H -1.03001 1.38625 -4.75466
H 1.62491 -0.09849 -5.05280
H 0.39057 -0.42497 -3.84178
H 2.46901 3.96141 -0.42137
H 1.06217 2.99754 0.00882
H 0.40520 5.33525 -0.29101
H -0.38783 4.28753 -1.45159
H 0.26539 6.27711 -2.61262
H 1.29642 5.00082 -3.19935
H 2.12589 7.00455 -1.02262
H 2.51986 7.18308 -2.72985
H 3.19458 5.84789 -1.81701
H 4.38519 3.95864 -1.60853
H 6.16228 3.50015 -3.25599
H 5.77913 1.98276 -5.15033
H 3.60350 0.85621 -5.46130
*
```

***

Record 3
Below is a structure of composition C53H54GeN9O5STi, with properties calculated with ωB97M-V/def2-TZVPD.

Results
E_LUMO (alpha / beta) = -2.3 / -2.3 eV
Frontier orbital gap (alpha / beta) = 5.1 / 5.0 eV
Total energy = -169952.226 eV
Relative energy (zero: lowest compared OMol25 entry of this formula, charge and spin) = 39.7 kJ/mol

Geometry as ORCA input:
```
! RIJCOSX wB97M-V def2-TZVPD def2/J DEFGRID3
* xyz 1 1
Ti 0.37777 0.51467 -0.75132
N 2.09705 3.82731 1.63924
C 2.01659 2.84511 0.73622
N 0.91948 2.39997 0.21440
C -0.29014 3.04303 0.57652
N -1.33672 2.79330 -0.12038
N -1.09215 1.82240 -1.05713
C -2.05920 1.52180 -1.95491
C -1.69737 0.49505 -2.80202
C -2.45660 0.02541 -3.91769
C -1.93974 -0.92578 -4.72716
C -0.64865 -1.46750 -4.44216
C 0.01820 -1.03149 -3.34660
N -0.46920 -0.06556 -2.51373
C -0.28700 3.99815 1.68494
C -1.44666 4.53720 2.23853
C -1.36742 5.44938 3.27233
C -0.12676 5.83730 3.77521
C 1.03478 5.30952 3.24466
C 0.94288 4.39379 2.20622
H 3.00189 4.12929 1.95745
H 2.96786 2.41524 0.43268
H -3.00697 2.04003 -1.98448
H -3.43238 0.45433 -4.10028
H -2.50173 -1.28161 -5.58020
H -0.21263 -2.23415 -5.06616
H 0.98087 -1.44818 -3.07216
H -2.39983 4.22539 1.84234
H -2.27310 5.86232 3.69302
H -0.06779 6.55015 4.58569
H 2.00348 5.60599 3.62780
N 1.45070 0.45514 2.81257
C 2.63906 -0.33619 2.53948
C 2.46283 -1.80943 2.97584
C 3.66507 -2.75590 3.00513
C 4.89107 -2.23969 3.75690
N 5.65302 -1.35771 2.87677
C 6.94381 -1.38821 2.65831
N 7.41997 -0.71855 1.59719
N 7.79813 -2.03139 3.46323
C 3.01188 -0.28856 1.04699
O 4.21367 -0.46479 0.74170
O 2.07040 -0.22963 0.22070
H 1.29164 0.52514 3.81036
H 0.61429 0.05686 2.39088
H 3.45764 0.13438 3.09478
H 1.70431 -2.24643 2.31957
H 2.02206 -1.78088 3.97788
H 3.96403 -3.02970 1.99055
H 3.34359 -3.67698 3.49465
H 5.50868 -3.08312 4.06953
H 4.59320 -1.69344 4.65651
H 5.07386 -0.92273 2.11277
H 6.76187 -0.39561 0.90299
H 8.39128 -0.76163 1.34880
H 7.48233 -2.44163 4.32285
H 8.78297 -2.04742 3.27099
O 0.07482 -1.73395 -0.42675
C -0.71173 -1.37677 0.46933
O -0.92724 -0.11712 0.62398
C -1.36592 -2.36182 1.39724
C -2.61436 -1.82273 2.08495
Ge -4.29273 -1.85899 1.03188
C -5.12383 -0.10709 0.89703
C -6.50805 0.02412 1.01012
C -7.12556 1.25094 0.80810
C -6.36574 2.36118 0.47343
C -4.98855 2.24254 0.35144
C -4.36928 1.02014 0.57326
C -5.47561 -3.01768 2.08642
C -5.68387 -4.35735 1.76475
C -6.42085 -5.18768 2.60005
C -6.96098 -4.68981 3.77561
C -6.76089 -3.35880 4.11471
C -6.02226 -2.53506 3.27764
C -4.22304 -2.65653 -0.75530
C -3.08778 -2.97217 -1.50051
C -3.19441 -3.61439 -2.72840
C -4.43838 -3.93736 -3.24369
C -5.58193 -3.60360 -2.53204
C -5.47035 -2.97550 -1.30173
H -0.57972 -2.61849 2.11859
H -1.56728 -3.28089 0.84567
H -2.42629 -0.80586 2.43262
H -2.85896 -2.43313 2.95501
H -7.11593 -0.83877 1.25651
H -8.20055 1.33667 0.90137
H -6.84717 3.31489 0.29924
H -4.39431 3.09775 0.06000
H -3.29235 0.94461 0.46403
H -5.27412 -4.76329 0.84719
H -6.57543 -6.22433 2.32956
H -7.53674 -5.33552 4.42562
H -7.18372 -2.96255 5.02911
H -5.88163 -1.49523 3.55432
H -2.09640 -2.71153 -1.15961
H -2.29602 -3.85351 -3.28189
H -4.51920 -4.44201 -4.19771
H -6.55998 -3.83814 -2.93166
H -6.37569 -2.73101 -0.75644
O 1.81139 1.16961 -2.18481
S 3.33147 1.16734 -2.14868
C 3.81939 0.44561 -3.69429
C 4.82865 -0.50210 -3.67888
C 5.19972 -1.10515 -4.87488
C 4.54395 -0.76760 -6.04781
C 3.51385 0.16902 -6.04099
C 3.14266 0.78423 -4.85967
C 3.73997 2.87747 -2.47948
C 5.06932 3.24242 -2.65159
C 5.37642 4.57615 -2.85751
C 4.36272 5.52898 -2.88152
C 3.04235 5.14891 -2.70329
C 2.71860 3.81201 -2.49683
H 5.30426 -0.77350 -2.74497
H 5.98525 -1.84833 -4.88549
H 4.82644 -1.24514 -6.97614
H 2.99930 0.41534 -6.95960
H 2.33249 1.50087 -4.82988
H 5.85022 2.49204 -2.64903
H 6.40492 4.87527 -3.00721
H 4.60686 6.56902 -3.04836
H 2.25511 5.89067 -2.72871
H 1.69454 3.48890 -2.36221
*
```

***

Record 4
Below is a structure of composition C53H54IN3OPSTcTe2, with properties calculated with ωB97M-V/def2-TZVPD.

Results
E_LUMO (alpha / beta) = -6.5 / -6.5 eV
Frontier orbital gap (alpha / beta) = 5.2 / 5.2 eV
Total energy = -107352.895 eV

Geometry as ORCA input:
```
! RIJCOSX wB97M-V def2-TZVPD def2/J DEFGRID3
* xyz 2 1
Tc -0.52642 0.42874 0.30070
I -2.71313 1.33857 1.72636
C -1.84583 0.88912 3.58671
C -1.72270 1.94113 4.45194
C -1.44568 1.68679 5.81447
C -1.47558 0.40299 6.26429
C -1.66044 -0.68975 5.37660
C -1.90404 -1.99339 5.88662
C -2.22522 -3.01091 5.04366
C -2.08601 -2.82423 3.64986
C -1.71059 -1.62042 3.11093
P -0.91646 -1.67573 1.44969
C -2.06967 -2.73303 0.52344
C -1.65395 -3.86940 -0.15833
C -2.59068 -4.65348 -0.82830
C -3.92578 -4.29338 -0.84559
C -4.34384 -3.13987 -0.18639
C -3.42295 -2.36751 0.49600
C 0.58282 -2.69487 1.68044
C 0.54888 -3.94266 2.31332
C 1.70056 -4.69636 2.44044
C 2.90947 -4.22252 1.93649
C 2.95157 -2.99719 1.29903
C 1.79225 -2.24204 1.16795
C -1.69639 -0.47660 3.97860
H -1.89750 2.95618 4.12191
H -1.30885 2.51455 6.49511
H -1.39639 0.19500 7.32326
H -1.88523 -2.14341 6.95809
H -2.51737 -3.97772 5.42825
H -2.24260 -3.67417 2.99678
H -0.61049 -4.15983 -0.16681
H -2.26497 -5.55246 -1.33132
H -4.64719 -4.91055 -1.36355
H -5.38812 -2.85810 -0.19110
H -3.76455 -1.49708 1.04418
H -0.37219 -4.34420 2.70895
H 1.65681 -5.65846 2.93227
H 3.80811 -4.81570 2.04004
H 3.88548 -2.61419 0.90793
H 1.83883 -1.29933 0.64661
N -0.75525 2.24954 -0.96880
C -1.95314 2.16342 -1.86378
C -2.48035 0.72413 -1.97868
N -1.46982 -0.24171 -1.49682
H -0.77368 3.14347 -0.48563
H 0.08851 2.25773 -1.53860
H -1.70090 2.56575 -2.84355
H -2.73173 2.79970 -1.44553
H -2.76342 0.50453 -3.00908
H -3.37157 0.59444 -1.36289
H -0.69566 -0.30618 -2.18353
H -1.88601 -1.17210 -1.45895
C -0.52491 -1.11124 -9.81631
C -0.07478 -0.97638 -8.38734
C 0.81726 -1.87940 -7.82810
C 1.23949 -1.78687 -6.50606
C 2.23707 -2.80188 -6.01207
C 0.72297 -0.75186 -5.71237
Te 1.31998 -0.60244 -3.69856
N 1.16919 0.41346 -0.55084
C 2.19563 1.12404 -0.28788
O 2.20734 2.06915 0.68196
C 3.52536 0.98171 -0.93496
C 4.53957 0.37119 -0.20040
C 5.80554 0.25130 -0.74783
C 6.06404 0.76493 -2.01401
C 5.05804 1.39310 -2.73182
C 3.78361 1.50072 -2.19364
C 0.82357 -2.57268 -3.11833
C -0.37555 -3.17074 -3.50313
C -1.51123 -2.45260 -4.18701
C -0.53845 -4.53828 -3.26955
C 0.41434 -5.29494 -2.61395
C 0.21467 -6.76553 -2.36459
C 1.57633 -4.65601 -2.18488
C 1.81383 -3.31538 -2.44942
C 3.15140 -2.72966 -2.08135
C -0.15936 0.19082 -6.25816
C -0.72598 1.37686 -5.51351
C -0.54089 0.05691 -7.58852
H 0.14812 -1.74992 -10.38508
H -0.57451 -0.14036 -10.30764
H -1.52250 -1.55152 -9.86336
H 1.21247 -2.67968 -8.44334
H 2.80917 -3.19786 -6.84948
H 1.74567 -3.64325 -5.51850
H 2.93921 -2.36648 -5.29939
H 4.33669 0.00073 0.79902
H 6.59460 -0.22802 -0.18510
H 7.05845 0.69222 -2.43242
H 5.26415 1.80512 -3.70987
H 3.00371 2.00736 -2.74795
H -1.43840 -1.36800 -4.09843
H -2.46392 -2.78260 -3.76711
H -1.53027 -2.67291 -5.25622
H -1.45017 -5.01391 -3.61500
H -0.74931 -7.10693 -2.73922
H 0.27069 -6.99513 -1.29879
H 0.98914 -7.35240 -2.85935
H 2.33782 -5.23000 -1.66770
H 3.70895 -3.42477 -1.45531
H 3.06282 -1.78322 -1.54400
H 3.74453 -2.53268 -2.97781
H -0.44661 1.38110 -4.46015
H -1.81622 1.38603 -5.58352
H -0.37065 2.30941 -5.95489
H -1.22127 0.78806 -8.01175
Te 0.88010 1.79763 2.13925
C 2.22590 0.83436 3.35561
C 3.50517 1.28849 3.55231
C 4.22303 0.45430 4.44739
C 3.45992 -0.57300 4.92525
S 1.89239 -0.56187 4.27658
H 3.91913 2.16373 3.07292
H 5.24795 0.62396 4.73877
H 3.74471 -1.33924 5.62771
*
```